## 1
78
Properties=species:S:1:pos:R:3:lowdin_charge:R:1 method="wB97M-V/def2-TZVPD" mol_weight_g_mol=432.64 lumo_ev=0.683 smiles=C1CCOC1.C1CCOC1.C1CCOC1.C1CCOC1.C1CCOC1.C1CCOC1 e_homo_ha=-0.337 homo_lumo_gap_ha=0.362
C 3.19646 -1.69481 4.22424 -0.107
C 3.24246 -0.07181 4.30024 -0.150
C 2.54046 0.22919 3.06624 -0.288
O 2.75946 -0.82681 2.22624 -0.174
C 2.54846 -2.10581 2.80624 -0.131
H 2.44046 -2.16881 4.96124 0.118
H 4.15846 -2.13181 4.32124 0.075
H 4.22246 0.11019 4.16124 0.060
H 2.82346 0.14319 5.37524 0.149
H 2.89146 1.25119 2.58724 0.166
H 1.29946 0.22719 3.26524 0.141
H 2.97146 -2.92581 2.40624 0.080
H 1.51546 -2.22881 2.98224 0.088
C -2.17154 -1.00181 0.21724 -0.084
C -0.84454 -0.29881 0.66224 -0.135
C 0.04946 -0.38781 -0.56076 -0.231
O -0.57554 -1.29981 -1.41176 -0.156
C -1.97054 -1.02781 -1.27576 -0.162
H -3.02254 -0.46481 0.37724 0.075
H -2.16254 -1.89681 0.64824 0.075
H -0.40054 -0.86781 1.51724 0.102
H -0.73654 0.77019 1.00024 0.111
H 1.12246 -0.45681 -0.29176 0.132
H 0.13946 0.62819 -1.11076 0.122
H -2.52154 -1.65481 -1.81376 0.096
H -2.02654 -0.20181 -1.83876 0.061
C 0.54946 0.79319 -5.17476 -0.152
C -0.03954 2.14619 -5.20676 -0.174
C -0.43554 2.53619 -3.82576 -0.148
O 0.46146 1.60519 -3.12676 -0.169
C 0.27546 0.34419 -3.74176 -0.164
H 1.54146 0.78319 -5.42776 0.105
H 0.10046 0.26719 -5.74476 0.010
H -0.70854 2.51719 -6.09676 0.152
H 0.79946 2.86719 -5.42776 0.122
H -1.41954 2.18419 -3.59876 0.098
H -0.32654 3.48719 -3.48476 0.096
H -0.82254 0.02419 -3.53976 0.149
H 1.03746 -0.34081 -3.43676 0.120
C -1.80954 3.40519 0.10724 -0.108
C -2.44054 2.14319 -0.51776 -0.133
C -3.60954 2.67619 -1.42176 -0.164
O -3.48254 4.04719 -1.41776 -0.111
C -2.90354 4.38319 -0.26876 -0.308
H -0.91854 3.73319 -0.45776 0.119
H -1.57554 3.31019 1.19624 0.113
H -2.93554 1.57419 0.12024 0.052
H -1.88654 1.56219 -1.04476 0.009
H -4.66654 2.41419 -1.02576 0.158
H -3.48054 2.39119 -2.34076 0.051
H -3.76154 4.35919 0.67624 0.170
H -2.73554 5.46019 -0.39876 0.123
C 2.45046 -5.15181 -3.51776 -0.197
C 1.77946 -3.90481 -4.04676 -0.164
C 0.55446 -3.82781 -3.10776 -0.207
O 0.29846 -5.18981 -2.85376 -0.154
C 1.54846 -5.95281 -2.60876 -0.129
H 3.33046 -5.24681 -2.95376 0.088
H 2.64746 -5.58981 -4.59476 0.143
H 1.46146 -3.77481 -5.01276 0.075
H 2.49146 -3.08281 -3.81976 0.119
H -0.15454 -3.40981 -3.85376 0.124
H 0.51646 -3.24481 -2.21476 0.094
H 1.69446 -7.07081 -2.81076 0.158
H 1.79846 -5.61281 -1.75276 0.040
C -1.42654 0.93419 4.70124 -0.073
C -0.63554 2.17719 4.12424 -0.156
C 0.12446 2.66419 5.31124 -0.183
O 0.49646 1.50919 6.11524 -0.121
C -0.27354 0.41219 5.59224 -0.192
H -1.88754 0.19619 4.14724 0.084
H -2.10054 1.55219 5.24424 0.103
H -1.24054 2.83719 3.84924 0.021
H 0.08146 1.99719 3.31524 0.101
H -0.43354 3.38919 5.95724 0.132
H 0.84846 3.34419 5.25924 0.071
H -0.65454 -0.08281 6.38924 0.084
H 0.38846 -0.19081 4.96624 0.088

=====

## 2
78
Properties=species:S:1:pos:R:3:lowdin_charge:R:1 method="wB97M-V/def2-TZVPD" mol_weight_g_mol=432.64 lumo_ev=0.114 smiles=C1CCOC1.C1CCOC1.C1CCOC1.C1CCOC1.C1CCOC1.C1CCOC1 e_homo_ha=-0.347 homo_lumo_gap_ha=0.351
C -1.11202 2.33808 -0.33508 -0.187
C -1.02899 3.77604 -0.60417 -0.201
C -1.00052 4.34507 0.79056 -0.271
O -1.95478 3.63379 1.45942 -0.107
C -2.06503 2.34702 0.86843 -0.187
H -0.17920 1.92422 0.04786 0.117
H -1.46656 1.87656 -1.25671 0.118
H -1.92852 4.17446 -1.07345 0.126
H -0.13260 4.02480 -1.17224 0.121
H -1.04472 5.43326 0.83515 0.123
H -0.01334 4.22507 1.23684 0.115
H -3.05270 2.17728 0.43973 0.116
H -1.83476 1.59330 1.62142 0.117
C 1.79904 -3.90541 3.38365 -0.186
C 0.77042 -2.88570 3.71405 -0.218
C -0.51001 -3.64731 3.67037 -0.168
O -0.04386 -4.88231 4.25042 -0.137
C 1.31938 -5.05330 4.25272 -0.245
H 2.77982 -3.61668 3.76156 0.114
H 1.84633 -4.07833 2.30850 0.118
H 0.84078 -2.04822 3.01995 0.114
H 0.87346 -2.42704 4.69747 0.121
H -0.82989 -3.82782 2.64411 0.122
H -1.22120 -3.21125 4.37191 0.124
H 1.62683 -5.95134 3.71689 0.119
H 1.79761 -4.96680 5.22838 0.121
C 6.12542 1.50350 -1.26523 -0.144
C 6.09086 0.84130 0.12401 -0.178
C 6.70194 -0.54092 -0.00127 -0.218
O 6.45857 -0.80042 -1.35804 -0.149
C 6.19975 0.29099 -2.20881 -0.198
H 7.02566 2.10469 -1.39251 0.104
H 5.25608 2.15722 -1.33607 0.105
H 5.08402 0.54238 0.41558 0.109
H 6.58009 1.41595 0.91047 0.110
H 6.17054 -1.20673 0.67873 0.119
H 7.77878 -0.53212 0.16734 0.115
H 5.26070 0.08033 -2.72057 0.113
H 6.96177 0.40338 -2.98004 0.112
C -6.17751 1.28498 7.16988 -0.189
C -5.90893 2.39950 6.20151 -0.172
C -6.46185 3.60487 7.02856 -0.168
O -7.77626 3.07059 7.19003 -0.170
C -7.62046 1.73343 7.64892 -0.185
H -5.43474 1.27976 7.96760 0.103
H -6.14163 0.27696 6.75670 0.103
H -6.38429 2.08086 5.27382 0.122
H -4.82275 2.36043 6.11909 0.105
H -6.52200 4.52914 6.45392 0.113
H -6.06115 3.96346 7.97669 0.121
H -8.43313 1.01450 7.54500 0.116
H -7.53309 1.91585 8.71999 0.103
C 2.19123 2.81814 -7.21984 -0.202
C 1.09900 1.93863 -7.52192 -0.217
C -0.08092 2.73607 -7.06658 -0.178
O 0.29615 4.14761 -7.09916 -0.135
C 1.64299 4.16556 -6.70401 -0.203
H 2.77253 2.98338 -8.12697 0.111
H 2.96217 2.36861 -6.59402 0.113
H 1.17932 0.97194 -7.02477 0.123
H 1.03455 1.78702 -8.59939 0.117
H -0.13065 2.52702 -5.99797 0.115
H -1.02991 2.45050 -7.52041 0.125
H 1.73625 4.29129 -5.62531 0.111
H 2.08649 5.05739 -7.14677 0.119
C 0.05399 -5.88071 -3.01974 -0.186
C -1.38256 -5.60045 -3.31679 -0.192
C -1.44293 -4.13617 -3.05694 -0.280
O -0.30412 -3.68242 -3.61200 -0.112
C 0.77312 -4.57754 -3.33949 -0.170
H 0.44238 -6.78818 -3.48207 0.116
H 0.09598 -5.99142 -1.93619 0.108
H -1.90413 -6.29436 -2.65757 0.115
H -1.69098 -5.86083 -4.32930 0.117
H -1.52561 -4.00185 -1.97841 0.122
H -2.31593 -3.65304 -3.49576 0.130
H 1.22449 -4.22054 -2.41379 0.112
H 1.56584 -4.69663 -4.07809 0.120

=====

Stability, highest: 2

=====

## 1
13
Properties=species:S:1:pos:R:3:lowdin_charge:R:1 method="wB97M-V/def2-TZVPD" mol_weight_g_mol=77.17 lumo_ev=3.580 charge=-1 e_homo_ha=-0.072 homo_lumo_gap_ha=0.203
C -1.46541 0.23982 0.68289 -0.141
C -1.46128 -0.23043 -0.79053 -0.152
H -1.26592 1.28435 0.70246 0.055
H -2.45481 0.18779 1.11798 0.050
H -0.89274 -0.47320 1.18986 0.040
H -1.81322 0.53226 -1.34036 0.007
H -2.08259 -1.12701 -0.87844 0.066
H -0.54405 -0.39449 -1.31604 0.052
C 2.26305 -0.02256 0.11531 -0.813
S 4.08269 -0.07486 -0.05225 -0.096
H 1.93664 0.40921 1.18207 0.023
H 1.83110 -0.99916 -0.00684 -0.044
H 1.86654 0.66830 -0.60611 -0.049

=====

## 2
13
Properties=species:S:1:pos:R:3:lowdin_charge:R:1 method="wB97M-V/def2-TZVPD" mol_weight_g_mol=77.17 lumo_ev=3.506 charge=-1 e_homo_ha=-0.091 homo_lumo_gap_ha=0.220
S 1.90169 3.74088 -1.00846 -0.418
H 2.48946 3.88023 0.24172 -0.473
C 0.18358 -0.10228 -0.91205 -0.189
C -0.17213 -0.47570 0.52107 -0.345
C -1.22599 -1.59818 0.77765 -0.140
H 0.75283 -0.81583 -1.56516 0.065
H 0.74047 0.93954 -0.91438 0.036
H -0.67106 0.29172 -1.53355 0.063
H -0.19230 0.55357 1.16209 0.148
H 0.81240 -0.85110 0.93565 0.090
H -1.44186 -1.56187 1.78655 0.018
H -2.11625 -1.35057 0.19618 0.049
H -1.06084 -2.65040 0.31268 0.096

=====

Stability, highest: 2